{
  "formula": "C48H44BBrGaO31S",
  "method": "ωB97M-V with the def2-TZVPD basis set",
  "symbols": ["C", "C", "B", "O", "Ga", "C", "Br", "C", "C", "S", "C", "O", "O", "H", "H", "H", "H", "H", "H", "H", "H", "H", "H", "H", "H", "H", "H", "H", "H", "C", "C", "C", "O", "C", "C", "C", "O", "O", "O", "H", "H", "H", "H", "C", "C", "C", "O", "C", "C", "C", "O", "O", "O", "H", "H", "H", "H", "C", "C", "C", "O", "C", "C", "C", "O", "O", "O", "H", "H", "H", "H", "C", "C", "C", "O", "C", "C", "C", "O", "O", "O", "H", "H", "H", "H", "C", "C", "C", "O", "C", "C", "C", "O", "O", "O", "H", "H", "H", "H", "C", "C", "C", "O", "C", "C", "C", "O", "O", "O", "H", "H", "H", "H", "C", "C", "C", "O", "C", "C", "C", "O", "O", "O", "H", "H", "H", "H"],
  "positions_angstrom": [[4.22624, 3.59045, -0.20882], [3.36701, 2.87892, 1.03701], [2.63984, 4.11904, 1.83886], [3.53918, 5.15030, 2.44781], [0.60150, 4.42807, 2.05517], [-0.59190, 3.19878, 0.89118], [-0.47860, 1.26528, 1.53042], [-2.21432, 3.57120, 0.96898], [-3.06415, 3.04498, -0.34289], [0.22308, 6.63107, 1.33706], [0.92990, 6.68227, -0.42661], [-1.26490, 7.04536, 1.42294], [1.10217, 7.51100, 2.30559], [4.65231, 4.65117, 0.13151], [5.16357, 2.95600, -0.53259], [3.51614, 3.83936, -1.13505], [4.18959, 2.42965, 1.76995], [2.63773, 2.04081, 0.65710], [3.47073, 5.92104, 1.77962], [0.20133, 4.20316, 3.59269], [-0.31339, 3.21798, -0.26582], [-2.69589, 3.03775, 1.91180], [-2.41528, 4.72467, 1.10006], [-2.86234, 3.71993, -1.29256], [-2.88010, 1.90282, -0.59980], [-4.23536, 3.12569, -0.13060], [0.45542, 7.51547, -1.09698], [2.11952, 6.74066, -0.36895], [0.69909, 5.60377, -0.87591], [2.17262, -1.04699, -1.03373], [1.57048, -2.08607, -1.61551], [2.11471, -3.46635, -1.48800], [1.52894, -4.40387, -2.01806], [3.35720, -3.64919, -0.72159], [3.96106, -2.60949, -0.14280], [3.40168, -1.23388, -0.24735], [3.96932, -0.30104, 0.31098], [5.13050, -2.77378, 0.57666], [0.41640, -1.91778, -2.35841], [1.78671, -0.03875, -1.11638], [3.75159, -4.65484, -0.65177], [5.36849, -1.87613, 0.89616], [0.17520, -2.81627, -2.67278], [2.68540, -8.53917, 2.62564], [3.50916, -7.65013, 2.06731], [3.33712, -7.21797, 0.65264], [4.09829, -6.38525, 0.17284], [2.24433, -7.82300, -0.12475], [1.42281, -8.71459, 0.43276], [1.57815, -9.12575, 1.85506], [0.79613, -9.93367, 2.34483], [0.39541, -9.28916, -0.29286], [4.55373, -7.09645, 2.78454], [2.79756, -8.86052, 3.65350], [2.14151, -7.51339, -1.15689], [-0.05600, -9.89822, 0.33147], [5.00134, -6.48296, 2.16200], [-5.81397, 6.82052, -0.40992], [-6.24156, 8.03366, -0.05470], [-6.68143, 8.32163, 1.33858], [-7.05137, 9.45096, 1.63984], [-6.65755, 7.21770, 2.31088], [-6.23320, 6.00377, 1.95458], [-5.76749, 5.72327, 0.56873], [-5.36575, 4.60208, 0.27597], [-6.21070, 4.96108, 2.86258], [-6.29055, 9.06927, -0.96970], [-5.48925, 6.59792, -1.41854], [-6.99672, 7.43614, 3.31536], [-5.86315, 4.18914, 2.36478], [-6.63238, 9.84262, -0.47034], [-9.94338, 8.52135, -4.56549], [-10.54552, 7.48227, -5.14727], [-10.00130, 6.10198, -5.01976], [-10.58706, 5.16447, -5.54982], [-8.75881, 5.91914, -4.25335], [-8.15494, 6.95885, -3.67456], [-8.71433, 8.33446, -3.77912], [-8.14668, 9.26730, -3.22078], [-6.98551, 6.79455, -2.95510], [-11.69960, 7.65055, -5.89017], [-10.32930, 9.52959, -4.64814], [-8.36441, 4.91350, -4.18354], [-6.74751, 7.69220, -2.63560], [-11.94080, 6.75207, -6.20455], [-3.13282, -4.59868, -3.31375], [-3.73496, -5.63775, -3.89553], [-3.19073, -7.01804, -3.76802], [-3.77650, -7.95556, -4.29808], [-1.94824, -7.20088, -3.00161], [-1.34438, -6.16117, -2.42282], [-1.90376, -4.78556, -2.52737], [-1.33611, -3.85272, -1.96904], [-0.17494, -6.32547, -1.70336], [-4.88904, -5.46947, -4.63842], [-3.51873, -3.59043, -3.39640], [-1.55385, -8.20652, -2.93179], [0.06305, -5.42782, -1.38386], [-5.13024, -6.36795, -4.95280], [9.67996, -4.23405, 1.86318], [10.50372, -3.34502, 1.30484], [10.33168, -2.91286, -0.10983], [11.09285, -2.08013, -0.58963], [9.23889, -3.51789, -0.88722], [8.41737, -4.40948, -0.32971], [8.57271, -4.82064, 1.09259], [7.79069, -5.62855, 1.58236], [7.38997, -4.98404, -1.05533], [11.54830, -2.79134, 2.02207], [9.79212, -4.55540, 2.89102], [9.13607, -3.20827, -1.91936], [6.93856, -5.59310, -0.43100], [11.99590, -2.17785, 1.39952], [0.94823, -1.82723, 4.26650], [1.23789, -2.53034, 3.16993], [2.26280, -3.61048, 3.19180], [2.49390, -4.25216, 2.17305], [2.97079, -3.86322, 4.45651], [2.68342, -3.15767, 5.55207], [1.63932, -2.09666, 5.53681], [1.38447, -1.47752, 6.56437], [3.34686, -3.38813, 6.74326], [0.59436, -2.28102, 1.97167], [0.20395, -1.04087, 4.26531], [3.72582, -4.63889, 4.45399], [2.95967, -2.75307, 7.38458], [0.97728, -2.92013, 1.33200]],
  "atomic_forces_ev_per_a": [[-0.107, 0.730, -0.080], [1.283, 0.212, 0.047], [1.893, 0.704, -0.097], [-1.028, -0.380, -2.989], [-0.255, -1.307, 0.383], [-2.255, 0.931, -1.602], [0.243, 0.795, -0.553], [-0.645, -0.670, -0.202], [-0.888, -0.252, 0.062], [-0.791, 2.808, 3.331], [0.599, -0.627, -1.036], [3.165, -0.780, -1.319], [-1.798, -2.087, -3.349], [-0.868, -2.360, -0.542], [-2.067, 1.131, 0.459], [1.592, -0.808, 1.896], [-1.689, 0.624, -1.518], [1.591, 1.643, 0.739], [-0.086, -1.376, 2.025], [-0.191, 0.338, -0.291], [-0.509, -0.443, 2.375], [1.191, 1.125, -1.817], [0.742, -2.160, -0.326], [-0.219, -1.435, 1.878], [0.050, 2.400, 0.546], [3.091, -0.371, -0.548], [0.974, -1.515, 1.402], [-2.683, 0.169, 0.012], [0.243, 2.338, 0.923], [0.324, 0.160, 0.240], [-1.662, 0.754, -1.028], [0.554, -0.352, 0.208], [0.398, 0.581, 0.096], [-0.290, -0.126, -0.421], [1.364, -0.720, 0.692], [-0.087, 1.209, 0.225], [-0.123, -1.028, -0.351], [-1.393, 0.913, -0.705], [1.937, -0.821, 0.716], [-0.025, -0.049, 0.074], [-0.102, 0.238, -0.039], [-0.162, -0.294, -0.138], [-0.077, 0.491, 0.297], [-0.347, -0.268, -0.056], [1.328, 0.583, 1.444], [-0.035, 0.373, -0.848], [-0.102, -0.904, 0.616], [0.392, 0.288, -0.010], [-1.191, -0.413, -1.384], [-0.141, -0.455, 0.955], [0.378, 0.497, -0.603], [1.108, 0.283, 1.571], [-1.247, -0.381, -1.611], [-0.017, 0.033, -0.066], [-0.046, 0.033, 0.061], [0.200, 0.273, -0.231], [-0.105, -0.141, 0.280], [0.202, -0.202, 0.194], [0.241, 0.698, -1.186], [-0.296, 0.386, 0.852], [0.230, -0.580, -0.528], [-0.108, 0.406, -0.158], [-0.105, -1.086, 1.636], [0.477, -0.586, -0.771], [-1.105, 1.330, 0.615], [0.180, 0.933, -1.815], [-0.113, -0.868, 1.640], [0.154, -0.098, 0.346], [0.052, -0.001, -0.060], [-0.039, 0.317, 0.223], [0.105, -0.285, -0.267], [0.196, 0.081, 0.161], [-1.403, 0.782, -0.805], [0.225, -1.041, -0.029], [0.125, 0.816, 0.195], [-0.390, -0.160, -0.264], [1.659, -0.769, 0.852], [0.022, 1.225, 0.238], [-0.385, -0.930, -0.512], [-1.894, 0.986, -1.244], [1.397, -0.989, 0.769], [0.028, -0.065, 0.017], [-0.023, 0.054, 0.001], [-0.100, -0.100, -0.049], [0.119, 0.354, 0.150], [0.280, 0.175, 0.201], [-1.462, 0.764, -0.846], [0.302, -1.048, -0.009], [0.102, 0.784, 0.183], [-0.473, -0.182, -0.360], [1.874, -0.824, 1.121], [-0.175, 0.952, 0.091], [-0.590, -0.997, -0.284], [-2.259, 0.681, -0.818], [1.458, -0.994, 0.808], [0.024, -0.053, 0.024], [-0.016, 0.060, 0.022], [0.197, -0.328, -0.290], [0.115, 0.357, 0.150], [-0.301, -0.242, -0.019], [1.210, 0.426, 1.387], [0.089, 0.486, -1.005], [-0.326, -0.569, 0.617], [0.371, 0.274, 0.065], [-1.368, -0.524, -1.465], [-0.211, -0.480, 0.929], [0.387, 0.507, -0.567], [1.287, 0.345, 1.636], [-1.147, -0.312, -1.567], [-0.021, 0.030, -0.063], [-0.005, -0.002, 0.070], [0.045, 0.286, -0.255], [-0.205, -0.230, 0.243], [0.034, 0.059, 0.403], [-1.096, 0.705, -1.358], [0.555, -0.588, -0.111], [-0.352, 0.350, 0.437], [-0.041, -0.104, -0.401], [1.187, -0.695, 1.299], [-0.739, 0.933, 0.304], [0.449, -0.700, -0.568], [-1.277, 0.825, -1.189], [1.286, -0.956, 1.235], [0.055, 0.004, -0.029], [-0.031, 0.006, -0.010], [0.128, -0.224, -0.286], [-0.193, 0.302, 0.273]],
  "lowdin_charge": [-0.1451, -0.2109, -0.4827, -0.0890, 0.3493, -0.7353, 0.4839, -0.3557, -0.1725, 0.5708, -0.2324, -0.5170, -0.5153, 0.0721, 0.0680, 0.0800, 0.1124, 0.0664, 0.0916, -0.0289, 0.0568, 0.0929, 0.0876, 0.0784, 0.0682, 0.0473, 0.0679, 0.0757, 0.0640, 0.0863, -0.1987, -0.2707, 0.0747, 0.0692, -0.2070, -0.2943, 0.1123, 0.0766, 0.0744, 0.1361, 0.0980, 0.1164, 0.0802, 0.0783, -0.2041, -0.2838, 0.0786, 0.0842, -0.2037, -0.3054, 0.1014, 0.0761, 0.0779, 0.1370, 0.1330, 0.1157, 0.1068, 0.0819, -0.1973, -0.3020, 0.1002, 0.0783, -0.1962, -0.2638, 0.0745, 0.0841, 0.0613, 0.1269, 0.1361, 0.1186, 0.1229, 0.0769, -0.2114, -0.3095, 0.0999, 0.0800, -0.1890, -0.2960, 0.1136, 0.0628, 0.0733, 0.1363, 0.1388, 0.0836, 0.1144, 0.0864, -0.2076, -0.3097, 0.0982, 0.0790, -0.1879, -0.2726, 0.0966, 0.0610, 0.0777, 0.1411, 0.1356, 0.0814, 0.1148, 0.0779, -0.2079, -0.3073, 0.1041, 0.0781, -0.2076, -0.3023, 0.1034, 0.0814, 0.0782, 0.1372, 0.1379, 0.1066, 0.1161, 0.0896, -0.1965, -0.2885, 0.0997, 0.0809, -0.2055, -0.3010, 0.1113, 0.0767, 0.0658, 0.1363, 0.1311, 0.1157, 0.1010],
  "orbital_gap_ev": 4.35,
  "charge": -1,
  "e_lumo_ha": -0.02257,
  "largest_force_ev_per_a": 4.43,
  "energy_ha": -9109.636352
}